# C22H56Br2CaFN2NaO12P2S

A structure of composition C22H56Br2CaFN2NaO12P2S at a distorted geometry (ωB97M-V with the def2-TZVPD basis set, the Open Molecules 2025 dataset).

XYZ file:
```
100
C22H56Br2CaFN2NaO12P2S, DFT ωB97M-V with the def2-TZVPD basis set
C -3.6458 1.2424 -0.8987
O -3.0453 1.1705 -2.1572
C -2.8952 -0.1081 -2.7768
C -2.7026 0.1317 -4.2559
N -1.4529 0.8850 -4.4709
P -1.6379 2.4331 -5.0861
O -0.4420 3.2436 -4.3623
O -2.9499 2.9965 -4.3726
S -1.6061 2.5898 -6.9959
H -4.4932 1.9135 -0.9127
H -3.9916 0.2544 -0.5031
H -2.9057 1.6562 -0.1980
H -1.9881 -0.5724 -2.4045
H -3.7434 -0.7595 -2.6014
H -3.5705 0.6389 -4.6526
H -2.6176 -0.8355 -4.7280
H -0.8823 0.3950 -5.1431
H -0.7805 4.0687 -4.0075
H -2.8877 2.9531 -3.4095
F -0.8156 3.2573 -9.5328
Na 1.1665 3.0858 -9.7738
O -1.1470 0.0531 -10.7366
H -1.2242 0.9651 -10.4144
C 0.6941 3.5225 -0.8571
C 1.5470 2.7447 0.1494
C 0.5109 1.8830 0.8514
O -0.5228 1.6221 -0.1389
C -0.3275 2.4836 -1.2893
H 1.2592 3.9161 -1.6998
H 0.1969 4.3552 -0.3550
H 2.2657 2.1160 -0.3789
H 2.0934 3.3789 0.8451
H 0.0499 2.4118 1.6916
H 0.9095 0.9377 1.2137
H 0.0344 1.8721 -2.1152
H -1.2843 2.9133 -1.5758
Br -0.2222 -1.2699 3.1267
C 1.3528 -1.7758 4.2064
C 2.2068 -0.5805 4.5202
Br 3.2388 0.0005 2.9672
H 1.8845 -2.5406 3.6511
H 0.9515 -2.2056 5.1210
H 2.9466 -0.8185 5.2807
H 1.6215 0.2755 4.8403
C 5.3998 4.2112 7.0590
O 5.3199 4.3974 5.6600
C 4.7983 3.2725 4.9678
C 3.3274 3.4126 4.6565
O 2.5308 3.4738 5.8296
C 2.1718 4.7874 6.2097
H 5.5034 5.1939 7.5174
H 4.5038 3.7300 7.4557
H 6.2767 3.6063 7.3187
H 4.9768 2.3562 5.5391
H 5.3459 3.1920 4.0247
H 3.0119 2.5290 4.0980
H 3.1512 4.2932 4.0301
H 1.3379 5.1513 5.5989
H 3.0107 5.4805 6.1180
H 1.8526 4.7556 7.2500
C -3.9474 -2.7137 3.0322
C -4.8428 -3.3962 4.0562
N -4.5243 -4.7909 4.2721
C -5.5339 -5.5045 5.0193
C -5.7986 -5.0849 6.4749
C -3.1410 -5.0603 4.6517
C -2.6070 -4.3543 5.9090
H -3.9621 -3.2464 2.0802
H -4.3011 -1.6966 2.8596
H -2.9153 -2.6418 3.3711
H -5.8758 -3.3350 3.6988
H -4.8069 -2.8110 4.9936
H -5.2840 -6.5676 4.9961
H -6.4755 -5.4140 4.4648
H -5.0017 -5.4089 7.1425
H -6.7237 -5.5486 6.8278
H -5.9163 -4.0048 6.5750
H -2.4984 -4.7914 3.8157
H -2.9957 -6.1301 4.7656
H -2.8812 -3.2964 5.9419
H -1.5168 -4.4120 5.9096
H -2.9504 -4.8281 6.8287
Ca -2.2472 0.4939 0.9404
C 5.4703 1.0232 -13.4093
C 5.6992 1.8833 -12.1758
C 6.7776 1.2968 -11.2765
O 4.4808 2.0374 -11.4511
H 5.1335 0.0252 -13.1193
H 4.6962 1.4587 -14.0395
H 6.3843 0.9220 -13.9965
H 5.9890 2.8892 -12.4820
H 6.4798 0.3062 -10.9243
H 6.9277 1.9261 -10.3994
H 7.7271 1.2030 -11.8053
H 4.1962 1.1620 -11.1649
O -0.3663 -9.3799 3.0425
P -1.3753 -8.4641 3.7212
O -1.4643 -8.8777 5.1853
O -2.7096 -8.6131 3.0046
O -0.9662 -6.9979 3.6702
```

Its multiplicity is 1. The total charge is -2. For the energy, the calculation gives -9052.7520 Eh. The HOMO energy is -0.90 eV. The orbital gap is 1.79 eV.